ORCA calculation (ωB97M-V/def2-TZVPD) on a 2-piece molecular cluster, C6H12N2O overall.

Geometry as XYZ:
```
21
Properties=species:S:1:pos:R:3:forces:R:3
C 1.80098 -1.70987 1.02301 -0.1 0.0 0.0
C 0.54067 -0.90834 1.32854 0.3 -0.1 -0.4
C -0.38454 -0.87464 0.12806 -1.8 0.5 0.7
O -0.53640 -1.78437 -0.65942 0.4 0.5 0.1
N -1.21604 0.29411 0.08519 0.3 -1.6 -0.4
C -2.36266 0.32340 -0.80965 0.1 -0.1 0.0
H 1.53587 -2.69693 0.64865 0.1 0.0 0.0
H 2.38671 -1.20027 0.25942 0.0 0.0 0.0
H 2.41474 -1.81323 1.91582 0.0 0.0 0.0
H -0.01482 -1.37534 2.14906 -0.1 0.1 -0.1
H 0.79909 0.10850 1.62853 -0.1 0.0 0.0
H -1.33630 0.79576 0.95186 0.3 -0.1 0.0
H -3.26603 -0.00297 -0.29388 -0.1 -0.1 -0.1
H -2.15183 -0.33542 -1.64929 -0.1 -0.1 0.1
H -2.51225 1.33173 -1.19704 0.0 0.0 0.1
C 1.10737 0.92954 -1.48952 -1.2 -0.1 -0.4
C 0.42252 1.70916 -0.65694 2.4 1.4 0.4
N 0.42966 2.58406 0.22009 -1.0 -1.0 0.3
H 0.61848 0.15613 -2.05562 0.1 -0.5 0.4
H 2.07306 1.24319 -1.84104 0.0 0.5 -0.2
H -0.34829 3.22580 0.31416 0.3 0.4 -0.5
```
Positions in Å, forces in eV/Å.

The gap between HOMO and LUMO comes out at 0.339 hartree. Its SMILES is CCC(=O)NC.C=C=N. The calculation puts the energy above the lowest of the compared OMol25 structures with the same formula, charge and spin at 53.26 kcal/mol. Its LUMO energy is 0.77 eV. Its largest force on an atom is 0.055 Eh/bohr.

=====

ORCA calculation (ωB97M-V/def2-TZVPD) on a 2-piece molecular cluster, C2H3NS2 overall.

Geometry as XYZ:
```
8
Properties=species:S:1:pos:R:3:forces:R:3
N 0.83220 1.33618 0.45061 2.0 -1.8 -1.1
C 1.72963 0.62896 -0.01387 -4.2 3.9 2.3
S 2.76895 -0.40036 -0.37807 2.1 -2.1 -1.0
H 0.58321 2.30413 0.38074 0.1 0.1 -0.2
C -1.48084 -1.03995 -0.09295 3.1 -1.5 -1.0
S -2.58414 0.05154 0.17013 -0.6 0.3 0.2
H -1.28657 -1.60916 -1.05824 -1.0 0.7 0.9
H -0.56244 -1.27133 0.54166 -1.5 0.5 -0.1
```
Positions in Å, forces in eV/Å.

The gap between HOMO and LUMO comes out at 0.313 hartree. Its SMILES is N=C=S.C=S. The calculation puts the energy above the lowest of the compared OMol25 structures with the same formula, charge and spin at 28.94 kcal/mol. Its LUMO energy is -0.25 eV. Its largest force on an atom is 0.120 Eh/bohr.

=====

ORCA calculation (ωB97M-V/def2-TZVPD) on C35H50NOPPt as an isolated structure.

Geometry as XYZ:
```
89
Properties=species:S:1:pos:R:3:forces:R:3
Pt 0.16610 -0.26716 -0.68112 1.3 0.1 -0.2
C -2.57104 1.70603 -0.08690 0.1 0.0 -0.1
C -2.77510 0.31995 0.51877 0.0 -0.1 0.0
C -3.89200 0.36752 1.56356 0.0 0.1 0.0
P -1.15594 -0.41743 1.01112 -0.3 -0.1 0.5
C -1.64510 -1.90747 2.00217 0.0 0.0 -0.1
C -2.55456 -2.86282 1.23067 -0.1 -0.1 0.0
C -0.38072 -2.62382 2.47012 0.0 0.0 0.0
C -0.36407 0.64767 2.25277 0.1 0.1 0.0
C -0.99486 1.01458 3.43641 0.1 0.0 0.1
C -0.36564 1.75521 4.43313 0.0 0.0 -0.1
C -1.08163 2.16027 5.69581 0.0 0.0 0.0
C 0.96768 2.10268 4.19832 0.0 0.0 0.0
C 1.63689 1.75042 3.04416 -0.1 0.0 0.0
C 0.99622 1.02474 1.99461 -0.1 -0.2 0.0
N 1.59764 0.65893 0.84135 -0.5 0.7 0.1
C 3.00436 0.72055 0.79998 0.0 -0.4 0.1
C 3.74189 -0.29283 1.44595 0.1 0.0 0.0
C 3.01511 -1.39584 2.15938 0.0 0.0 0.0
C 5.13104 -0.28852 1.39472 0.0 0.0 0.0
C 5.83272 0.69660 0.70779 0.0 0.0 0.0
C 7.33755 0.66326 0.61856 0.0 0.0 0.0
C 5.09634 1.68645 0.07430 -0.1 0.0 0.0
C 3.70243 1.71457 0.10899 0.1 0.1 0.0
C 2.93326 2.77904 -0.60288 0.0 0.0 0.0
H -3.51356 2.05659 -0.52025 0.0 0.0 0.0
H -1.82220 1.67586 -0.88355 -0.2 0.0 0.2
H -2.24420 2.42866 0.66945 0.0 0.0 0.0
H -3.08364 -0.34162 -0.30082 -0.1 0.0 0.1
H -3.70795 1.14861 2.30852 0.0 0.0 0.0
H -4.04615 -0.57569 2.08630 0.0 -0.1 0.0
H -4.82900 0.61500 1.05479 0.0 0.0 0.0
H -2.18201 -1.52905 2.87942 0.0 0.0 0.0
H -2.10484 -3.18962 0.29225 0.0 0.0 0.1
H -3.51336 -2.42372 0.95387 0.0 0.1 0.0
H -2.75285 -3.75375 1.84053 0.0 0.1 0.0
H 0.23870 -2.89191 1.60862 -0.1 0.0 0.0
H -0.64439 -3.54418 3.00539 0.0 0.1 0.0
H 0.21780 -1.99368 3.13082 0.0 0.0 0.0
H -2.01695 0.68760 3.60594 0.0 0.0 0.0
H -2.06553 1.68735 5.74960 0.0 0.0 0.0
H -1.24080 3.24298 5.75792 0.0 0.0 0.0
H -0.52965 1.86670 6.59518 0.0 0.0 0.0
H 1.50582 2.67430 4.95256 0.0 0.0 0.0
H 2.67090 2.04812 2.91522 0.0 0.0 0.0
H 2.36235 -1.92694 1.46184 0.0 0.0 0.0
H 2.37075 -1.00570 2.95130 0.0 0.0 0.0
H 3.72017 -2.10318 2.60262 0.0 0.0 0.0
H 5.67727 -1.08422 1.89810 0.0 0.0 0.0
H 7.78695 0.31824 1.55361 0.0 0.0 0.0
H 7.74196 1.65414 0.39813 0.0 0.0 0.0
H 7.67814 -0.01150 -0.17367 0.0 0.0 0.0
H 5.61545 2.47275 -0.46968 0.0 0.0 0.0
H 3.59792 3.53565 -1.02776 0.0 0.0 0.0
H 2.22200 3.26672 0.06902 0.0 0.0 0.0
H 2.34497 2.30787 -1.39105 0.0 0.0 0.0
C -0.43559 -3.75583 -3.31702 0.0 0.0 0.0
C -0.69336 -2.27964 -3.07394 0.2 -0.3 -0.1
C -0.06760 -1.44574 -4.16194 0.0 0.1 0.0
C -0.71046 -1.82763 -1.62362 -1.2 0.2 -0.4
C -2.03436 -1.89047 -2.51639 0.2 0.1 0.7
C -3.07131 -2.92168 -2.19241 -0.1 0.1 -0.2
C -4.37512 -2.58069 -1.96265 0.0 -0.1 0.1
C -4.88681 -1.27392 -2.12777 0.1 0.0 0.1
C -3.98196 -0.33603 -2.69225 0.0 0.1 0.0
C -2.66757 -0.60278 -2.93176 0.0 -0.1 -0.2
H 0.63867 -3.93236 -3.44373 0.0 0.0 0.0
H -0.94500 -4.09022 -4.23004 0.0 0.0 0.0
H -0.77725 -4.38527 -2.49289 0.0 0.1 -0.1
H 0.92584 -1.83537 -4.41447 0.0 0.0 0.0
H 0.08351 -0.42402 -3.83306 0.0 -0.1 0.0
H -0.68327 -1.46784 -5.07106 0.0 0.0 0.0
H -0.72860 -2.68794 -0.95590 0.2 -0.1 0.0
H -2.76535 -3.95136 -2.03504 0.0 0.0 0.0
H -5.05457 -3.37305 -1.64450 0.0 0.0 0.0
H -5.92925 -1.03647 -1.95592 0.0 0.0 0.0
H -4.35085 0.65468 -2.96006 0.0 0.0 0.0
H -2.03664 0.16601 -3.36475 -0.2 -0.2 -0.1
C 0.35132 2.13568 -4.24290 0.1 0.0 0.0
C 0.05186 1.78743 -2.77657 0.0 0.0 -0.1
C 0.00510 3.10244 -1.98533 0.1 0.1 0.2
O 0.98091 0.86642 -2.28942 0.1 0.0 -0.1
H -0.31179 2.93135 -4.60708 0.0 -0.1 0.0
H 0.23507 1.26895 -4.89485 0.0 0.0 0.0
H 1.38875 2.48099 -4.31874 0.0 0.0 0.0
H -0.96845 1.37455 -2.72835 0.2 0.1 -0.1
H 0.93735 3.66507 -2.10440 -0.1 0.0 0.0
H -0.13616 2.90845 -0.91656 0.1 0.0 -0.1
H -0.81975 3.73135 -2.34053 0.0 0.0 0.0
```
Positions in Å, forces in eV/Å.

The gap between HOMO and LUMO comes out at 0.125 hartree. As for the net charge: -2. The calculation puts the energy above the lowest of the compared OMol25 structures with the same formula, charge and spin at 23.35 kcal/mol. Its LUMO energy is 4.42 eV. Its largest force on an atom is 0.026 Eh/bohr.

=====

ORCA calculation (ωB97M-V/def2-TZVPD) on C34H37As2ClNPtSi as an isolated structure.

Geometry as XYZ:
```
77
Properties=species:S:1:pos:R:3:forces:R:3
Pt -0.31955 0.82768 -0.04484 0.0 0.0 -0.1
C 0.31452 -2.48063 1.00957 0.0 -0.1 -0.1
C 1.50464 -1.70368 1.55644 0.0 0.0 0.0
As 1.92580 -0.24800 0.31995 0.0 0.0 0.0
C 2.67211 -1.22019 -1.17217 0.0 0.0 0.0
C 1.83312 -1.54248 -2.23449 0.0 0.0 0.0
C 2.31016 -2.30750 -3.29008 0.0 0.0 0.0
C 3.62855 -2.73945 -3.28905 0.0 0.0 0.0
C 4.47075 -2.40763 -2.23534 0.0 0.0 0.0
C 3.99518 -1.65067 -1.17502 0.0 0.0 0.0
C 3.45313 0.63517 1.08930 0.0 0.1 0.0
C 3.91382 1.78633 0.45278 0.0 0.0 0.0
C 5.03191 2.44840 0.93460 0.0 0.0 0.0
C 5.69010 1.96747 2.05906 0.0 0.0 0.0
C 5.22733 0.82908 2.70202 0.0 0.0 0.0
C 4.10994 0.16078 2.21891 0.0 0.0 0.0
As -1.16624 -1.31979 0.40624 0.0 0.1 0.2
C -1.89126 -2.30123 -1.07407 0.0 0.0 0.0
C -2.22029 -3.64704 -0.93331 0.0 0.0 0.0
C -2.68005 -4.36196 -2.02873 0.0 0.0 0.0
C -2.80406 -3.73762 -3.26308 0.0 0.0 0.0
C -2.46699 -2.39949 -3.40615 0.0 0.0 0.0
C -2.00868 -1.67986 -2.31168 0.0 0.0 0.0
C -2.40859 -1.47732 1.86951 0.0 0.0 0.0
C -2.00375 -0.96749 3.10107 0.0 0.0 0.0
C -2.84544 -1.05289 4.19829 0.0 0.0 0.0
C -4.09843 -1.63741 4.06498 0.0 0.0 0.0
C -4.50543 -2.13773 2.83782 0.0 0.0 0.0
C -3.66066 -2.06271 1.73749 0.0 0.0 0.0
H -0.09049 -3.17297 1.74766 0.0 0.0 0.0
H 0.61249 -3.05993 0.13305 0.0 0.0 0.0
H 2.37001 -2.35836 1.66770 0.0 0.0 0.0
H 1.28426 -1.25361 2.52656 0.0 0.0 0.0
H 0.80459 -1.19581 -2.24039 0.0 0.0 0.0
H 1.65358 -2.56230 -4.11189 0.0 0.0 0.0
H 4.00344 -3.33196 -4.11305 0.0 0.0 0.0
H 5.50078 -2.73895 -2.24000 0.0 0.0 0.0
H 4.65780 -1.39005 -0.35783 0.0 0.0 0.0
H 3.40691 2.16007 -0.43152 0.0 0.0 0.0
H 5.39305 3.33649 0.43274 0.0 0.0 0.0
H 6.56579 2.48072 2.43364 0.0 0.0 0.0
H 5.73926 0.45515 3.57874 0.0 0.0 0.0
H 3.76408 -0.73134 2.72536 0.0 0.0 0.0
H -2.12427 -4.14093 0.02691 0.0 0.0 0.0
H -2.94100 -5.40605 -1.91878 0.0 0.0 0.0
H -3.16385 -4.29776 -4.11592 0.0 0.0 0.0
H -2.56295 -1.91524 -4.36906 0.0 0.0 0.0
H -1.74471 -0.63335 -2.41268 0.0 0.0 0.0
H -1.03834 -0.48210 3.20287 0.0 0.0 0.0
H -2.52913 -0.65545 5.15358 0.0 0.0 0.0
H -4.75870 -1.69931 4.91968 0.0 0.0 0.0
H -5.48303 -2.58910 2.73267 0.0 0.0 0.0
H -3.98666 -2.45694 0.78304 0.0 0.0 0.0
C -2.55668 3.30216 -1.20852 0.0 0.0 0.0
Si -2.52037 1.76523 -0.11365 0.0 0.0 0.0
C -2.95146 2.31108 1.63396 0.0 0.0 0.0
C -3.92515 0.69559 -0.76217 0.0 0.0 0.0
H -3.58415 3.67271 -1.25693 0.0 0.0 0.0
H -2.24098 3.08875 -2.23290 0.0 0.0 0.0
H -1.93799 4.11637 -0.82457 0.0 0.0 0.0
H -3.88883 2.87400 1.62882 0.0 0.0 0.0
H -2.18169 2.96117 2.05805 0.0 0.0 0.0
H -3.07538 1.45936 2.30543 0.0 0.0 0.0
H -4.86064 1.24103 -0.60698 0.0 0.0 0.0
H -4.02569 -0.26704 -0.26027 0.0 0.0 0.0
H -3.83231 0.50932 -1.83367 0.0 0.0 0.0
Cl 1.41209 5.98771 1.53989 0.0 0.0 0.0
C 1.15835 4.88933 0.24108 0.0 0.0 0.0
C 1.45805 5.24649 -1.06229 0.0 0.0 0.0
C 1.22965 4.31700 -2.06266 0.0 0.0 0.0
C 0.71099 3.08065 -1.73242 0.0 0.0 0.0
N 0.42418 2.74737 -0.46785 0.0 0.0 0.0
C 0.64376 3.63219 0.50777 0.0 0.0 0.0
H 1.85621 6.22755 -1.28157 0.0 0.0 0.0
H 1.44443 4.54894 -3.09580 0.0 0.0 0.0
H 0.51137 2.32833 -2.48254 0.0 0.0 0.0
H 0.39760 3.33166 1.51664 0.0 0.0 0.0
```
Positions in Å, forces in eV/Å.

The gap between HOMO and LUMO comes out at 0.299 hartree. As for the net charge: +1. The calculation puts the energy above the lowest of the compared OMol25 structures with the same formula, charge and spin at 0.77 kcal/mol. Its LUMO energy is -2.53 eV. Its largest force on an atom is 0.004 Eh/bohr.

=====

ORCA calculation (ωB97M-V/def2-TZVPD) on a 2-piece molecular cluster, C2H2ClO3 overall.

Geometry as XYZ:
```
8
Properties=species:S:1:pos:R:3:forces:R:3
C 0.75632 0.60802 -0.10561 4.6 0.0 1.8
C 0.66808 -0.89126 0.17366 -2.4 -0.5 -1.9
O -0.33385 1.30271 -0.20956 1.5 0.6 -0.4
O 1.94167 1.01039 0.06909 -3.2 0.4 -1.0
O 1.42454 -1.76138 -0.18051 0.1 0.8 0.7
Cl -2.89052 0.03455 -0.01102 0.0 -0.1 -0.1
H -0.38068 -1.07031 0.49779 0.3 -0.8 0.8
H -1.18556 0.76728 -0.23384 -0.9 -0.4 0.1
```
Positions in Å, forces in eV/Å.

The gap between HOMO and LUMO comes out at 0.324 hartree. As for the net charge: -1. The calculation puts the energy above the lowest of the compared OMol25 structures with the same formula, charge and spin at 0.00 kcal/mol. Its LUMO energy is 3.56 eV. Its largest force on an atom is 0.096 Eh/bohr.

=====

ORCA calculation (ωB97M-V/def2-TZVPD) on one molecule with the formula CH4NO3P.

Geometry as XYZ:
```
10
Properties=species:S:1:pos:R:3:forces:R:3
C 1.52430 0.00787 -0.36292 -1.3 -0.9 0.5
N -1.68985 -0.28240 0.42020 2.9 -1.3 0.1
O 0.07616 -2.06661 1.83621 -1.4 4.3 -3.4
O 0.80149 0.47387 0.80166 -0.1 -0.7 0.7
O 0.82810 -1.20919 -0.53547 -2.0 -0.7 0.4
P -0.10866 -0.90412 0.80217 0.6 -2.5 1.8
H 1.22686 0.66512 -1.14331 0.8 0.8 -0.9
H 2.52532 -0.36190 -0.21285 0.8 1.2 0.2
H -2.45488 -0.90043 0.50190 -0.7 -0.9 0.3
H -1.94002 0.64043 0.69278 0.3 0.7 0.2
```
Positions in Å, forces in eV/Å.

The gap between HOMO and LUMO comes out at 0.409 hartree. The calculation puts the energy above the lowest of the compared OMol25 structures with the same formula, charge and spin at 11.19 kcal/mol. Its LUMO energy is 0.66 eV. Its largest force on an atom is 0.111 Eh/bohr.